Entry 1:
Formula: C2H3Cl2NO
Source: the Open Molecules 2025 dataset
Level of theory: ωB97M-V with the def2-TZVPD basis set

## Properties
total charge = 0
gap between HOMO and LUMO (alpha / beta) = 10.39 / 3.80 eV
energy above the lowest of the compared OMol25 structures with the same formula, charge and spin = 91.7 kcal/mol
LUMO (alpha / beta) = -0.489 / -4.046 eV

Each line ends with the natural charge from an NBO analysis.
Element x y z (Å)
C (-0.1390, 0.1068, -0.7740)  0.151
C (0.8907, 0.3058, 0.1986)  0.178
N (0.5003, 0.8485, 1.2784)  -0.741
O (-1.2732, 0.4628, -0.3607)  -0.622
Cl (2.5966, -0.2222, -0.2737)  -0.080
Cl (-2.5629, -3.0799, -0.9402)  -0.003
H (-0.0499, -0.4553, -1.7580)  0.206
H (-1.0900, 0.8503, 0.6206)  0.518
H (1.1275, 1.1831, 2.0090)  0.395

---

Entry 2:
Formula: C7H25BClMnO8P
Source: the Open Molecules 2025 dataset
Level of theory: ωB97M-V with the def2-TZVPD basis set

## Properties
total charge = 0
gap between HOMO and LUMO (alpha / beta) = 7.69 / 8.10 eV
multiplicity = 6
energy above the lowest of the compared OMol25 structures with the same formula, charge and spin = 67.1 kcal/mol
LUMO (alpha / beta) = 0.070 / 0.063 eV

Each line ends with the natural charge from an NBO analysis.
Element x y z (Å)
Mn (-27.1506, -24.9575, 10.4157)  1.295
Cl (-27.6192, -25.0397, 12.7937)  -0.734
B (-27.9555, -26.9631, 9.9419)  -0.821
H (-26.8811, -26.9147, 10.0287)  -0.029
H (-28.4522, -26.9629, 10.8998)  0.047
H (-28.2854, -26.0718, 9.4310)  -0.039
H (-28.2610, -27.8146, 9.3537)  0.032
C (-22.8886, -24.7006, 12.9686)  -0.260
O (-22.5408, -25.4362, 11.8384)  -0.793
P (-23.6596, -26.1265, 10.8785)  2.592
O (-25.0114, -25.4932, 10.7117)  -1.117
O (-22.8017, -26.1124, 9.5009)  -0.829
C (-22.2228, -24.9727, 8.8785)  -0.240
O (-23.6429, -27.6631, 11.3662)  -0.773
C (-24.4254, -28.5508, 10.6270)  -0.261
H (-23.5879, -25.2958, 13.5559)  0.202
H (-23.2672, -23.6988, 12.7658)  0.176
H (-22.1163, -24.6100, 13.7324)  0.200
H (-21.1892, -25.2931, 9.0088)  0.203
H (-22.4333, -24.0585, 9.4336)  0.186
H (-22.4501, -24.9072, 7.8144)  0.189
H (-25.2463, -28.9444, 11.2263)  0.208
H (-23.8466, -29.4341, 10.3570)  0.189
H (-24.8908, -28.0734, 9.7646)  0.193
C (-28.2546, -22.1648, 10.1024)  -0.085
C (-27.0896, -21.9921, 11.1495)  -0.099
O (-26.1023, -22.9134, 10.7121)  -0.735
O (-28.7175, -23.5468, 9.8645)  -0.744
H (-27.9914, -21.7449, 9.1316)  0.181
H (-29.1519, -21.7609, 10.5712)  0.190
H (-27.4548, -22.2520, 12.1430)  0.225
H (-26.6765, -20.9936, 11.0066)  0.182
H (-25.2910, -22.5265, 11.0491)  0.497
H (-29.6756, -23.4894, 9.8444)  0.510
C (-25.3653, -25.3344, 6.2966)  -0.093
C (-26.1418, -25.7328, 7.5993)  -0.079
O (-26.5138, -24.6041, 8.3599)  -0.743
O (-26.1618, -24.3983, 5.5641)  -0.741
H (-25.1317, -26.2207, 5.7066)  0.186
H (-24.4859, -24.8362, 6.7048)  0.171
H (-25.5319, -26.4620, 8.1325)  0.198
H (-27.0721, -26.1557, 7.2201)  0.181
H (-26.4393, -23.9322, 7.6783)  0.503
H (-26.8203, -24.8470, 5.0286)  0.481

---

Entry 3:
Formula: C7H12N2O3
Source: the Open Molecules 2025 dataset
Level of theory: ωB97M-V with the def2-TZVPD basis set

## Properties
total charge = 0
gap between HOMO and LUMO = 9.38 eV
energy above the lowest of the compared OMol25 structures with the same formula, charge and spin = 80.4 kcal/mol
LUMO = 0.289 eV
SMILES = O=C1CC[C@H]2CC[C@H](O)N12.N=O

Each line ends with the natural charge from an NBO analysis.
Element x y z (Å)
C (-0.8791, 0.8926, 0.5164)  0.265
C (0.0164, 2.1058, 0.0702)  -0.423
C (1.1477, 1.6131, -0.8422)  -0.406
C (1.4169, 0.2866, -0.0809)  -0.022
C (2.0827, -0.9945, -0.6528)  -0.401
C (1.3449, -2.1906, 0.1511)  -0.485
C (-0.0448, -1.4816, 0.4065)  0.699
H (-1.5076, 0.1051, 2.1576)  0.493
H (-1.8049, 0.7740, -0.0565)  0.176
H (0.5088, 2.4165, 1.0271)  0.223
H (-0.6371, 2.8632, -0.3363)  0.226
H (2.0094, 2.2981, -0.9360)  0.226
H (0.8592, 1.3684, -1.8809)  0.206
H (1.9551, 0.5824, 0.8937)  0.170
H (1.8000, -0.9447, -1.7023)  0.206
H (3.1497, -1.1504, -0.6645)  0.224
H (1.7764, -2.2769, 1.2179)  0.222
H (1.1791, -3.1624, -0.2782)  0.241
H (-3.3944, -1.2199, -0.4291)  0.264
N (0.1095, -0.1761, 0.2002)  -0.465
N (-4.4276, -0.9172, -0.4334)  0.004
O (-1.1045, 0.9811, 1.8383)  -0.707
O (-1.1596, -1.9901, 0.5521)  -0.669
O (-4.3961, 0.2174, -0.7381)  -0.265

---

Entry 4:
Formula: C4H10N2O
Source: the Open Molecules 2025 dataset
Level of theory: ωB97M-V with the def2-TZVPD basis set

## Properties
total charge = 0
gap between HOMO and LUMO = 9.78 eV
energy above the lowest of the compared OMol25 structures with the same formula, charge and spin = 104.6 kcal/mol
LUMO = 0.404 eV
SMILES = NCC[C@H](N)C=O

Each line ends with the natural charge from an NBO analysis.
Element x y z (Å)
O (-1.1311, 2.1760, 2.2117)  -0.497
C (-0.9972, 1.8554, 1.0169)  0.433
C (-0.5383, 0.4833, 0.5109)  -0.190
C (0.0288, 0.5212, -0.8391)  -0.431
C (0.8751, -0.8333, -1.1998)  -0.205
N (1.7812, -1.0548, -0.1449)  -0.870
N (-1.7743, -0.5058, 0.7860)  -0.797
H (-0.6320, 2.6603, 0.3820)  0.107
H (0.2604, 0.0551, 1.1423)  0.220
H (0.4310, 1.4832, -0.9967)  0.211
H (-0.8901, 0.4376, -1.5084)  0.197
H (1.3513, -0.7253, -2.2001)  0.214
H (0.0178, -1.4936, -0.8502)  0.166
H (1.2947, -1.7555, 0.3018)  0.371
H (2.7843, -1.1373, -0.5532)  0.389
H (-1.3534, -0.8390, 1.7308)  0.354
H (-1.5080, -1.3274, 0.2101)  0.329

---

Entry 5:
Formula: C6H7ClS
Source: the Open Molecules 2025 dataset
Level of theory: ωB97M-V with the def2-TZVPD basis set

## Properties
total charge = 0
gap between HOMO and LUMO = 9.63 eV
energy above the lowest of the compared OMol25 structures with the same formula, charge and spin = 59.5 kcal/mol
LUMO = 0.681 eV
SMILES = C[C@]1(S)C[C@H]1C#CCl

Each line ends with the natural charge from an NBO analysis.
Element x y z (Å)
C (2.8170, -0.1304, -0.0510)  -0.029
C (4.0228, -0.0165, -0.0681)  -0.105
C (0.5515, 0.2126, 1.1685)  -0.403
C (1.4217, 0.2339, -0.0727)  -0.300
C (0.0785, -0.5023, -0.0558)  -0.128
C (-1.0217, 0.1545, -0.8747)  -0.617
S (-0.3548, -2.2855, 0.0022)  -0.009
Cl (5.6571, -0.1101, -0.0856)  0.124
H (0.8169, -2.7401, 0.4409)  0.127
H (0.9076, -0.3770, 2.0019)  0.228
H (0.0461, 1.1204, 1.4648)  0.215
H (1.3368, 1.1474, -0.6614)  0.239
H (-0.7378, 1.1478, -1.2141)  0.215
H (-1.9351, 0.2384, -0.2868)  0.218
H (-1.2446, -0.4579, -1.7468)  0.226

---

Entry 6:
Formula: C24H10Cl6MgN3O8
Source: the Open Molecules 2025 dataset
Level of theory: ωB97M-V with the def2-TZVPD basis set

## Properties
total charge = -1
gap between HOMO and LUMO = 8.22 eV
LUMO = 1.716 eV

Each line ends with the natural charge from an NBO analysis.
Element x y z (Å)
Mg (-1.4554, -0.4084, 0.2584)  1.730
O (-3.8858, -1.1404, -4.9096)  -0.682
C (-2.6002, -1.3304, -5.1380)  0.783
O (-2.1633, -1.6035, -6.2305)  -0.609
C (-1.6917, -1.1141, -3.9777)  -0.277
C (-0.3090, -1.0711, -4.0217)  0.173
Cl (0.7727, -1.2687, -5.3160)  0.091
N (0.1484, -0.8538, -2.7704)  -0.187
N (-0.8780, -0.7628, -1.9058)  -0.338
C (-1.9782, -0.9307, -2.6127)  0.064
C (-3.2808, -0.9312, -1.8515)  0.790
O (-4.3316, -0.9291, -2.5069)  -0.670
O (-3.1494, -0.9502, -0.6017)  -0.820
C (1.4941, -0.6396, -2.3402)  0.111
C (2.2121, 0.4323, -2.8417)  -0.149
C (3.5073, 0.6397, -2.3968)  -0.226
C (4.0662, -0.2160, -1.4566)  -0.208
C (3.3309, -1.2820, -0.9590)  -0.200
C (2.0366, -1.5004, -1.4040)  -0.178
H (-4.0731, -0.9070, -3.9397)  0.498
H (1.7523, 1.1022, -3.5556)  0.225
H (4.0741, 1.4796, -2.7751)  0.216
H (5.0755, -0.0462, -1.1054)  0.213
H (3.7593, -1.9419, -0.2168)  0.219
H (1.4386, -2.3116, -1.0127)  0.233
O (-1.8025, -1.6951, 1.8509)  -0.666
C (-1.1060, -1.8454, 2.8495)  0.444
C (0.2423, -1.3750, 3.0286)  -0.270
C (0.8570, -1.5971, 4.2618)  -0.100
C (2.1443, -1.1720, 4.4708)  -0.089
C (2.8604, -0.5059, 3.4576)  -0.134
C (2.2852, -0.2869, 2.2425)  -0.306
C (0.9470, -0.7164, 1.9620)  0.460
O (0.4363, -0.5341, 0.8219)  -0.812
N (2.7769, -1.4116, 5.7534)  0.537
O (2.1360, -1.9921, 6.6138)  -0.409
O (3.9175, -1.0082, 5.9120)  -0.408
H (-1.5331, -2.4011, 3.7015)  0.126
H (0.3248, -2.1032, 5.0567)  0.238
H (3.8673, -0.1747, 3.6680)  0.240
H (2.8134, 0.2285, 1.4516)  0.230
Cl (-3.8369, 0.9180, 2.2431)  -0.022
C (-2.9136, 2.1305, 1.3809)  0.051
C (-1.8497, 1.7005, 0.6042)  -0.567
C (-1.1544, 2.7224, -0.0191)  -0.055
Cl (0.2336, 2.2938, -1.0090)  -0.031
C (-1.4739, 4.0753, 0.0839)  -0.106
Cl (-0.5546, 5.2923, -0.7330)  0.022
C (-2.5618, 4.4469, 0.8679)  -0.088
Cl (-2.9977, 6.1108, 1.0222)  0.029
C (-3.2918, 3.4630, 1.5299)  -0.142
Cl (-4.6379, 3.9223, 2.5139)  0.024

---

Calculated DFT total energy in order - -30701.5376, -77852.3588, -16573.3712, -9334.4498, -29689.9056, -126485.2025 eV